1.
DFT (ωB97M-V with the def2-TZVPD basis set) results for a molecular structure, C27H35EuF5N4OP2Te at a distorted geometry.

As for the HOMO-LUMO gap (alpha / beta): 4.78 / 4.97 eV. The value obtained for the HOMO energy (alpha / beta) is -6.9 / -7.1 eV. The multiplicity is 8. For the energy, the calculation gives -95358.922 eV. Its energy above the lowest of the compared OMol25 structures with the same formula, charge and spin is 66.6 kJ/mol.

Each line ends with the Mulliken spin population.
CARTESIAN COORDINATES (ANGSTROEM)
F  -0.076  -1.122  9.068  0.003
H  -3.203  -3.056  -2.442  0.000
C  2.159  -1.855  6.391  -0.056
C  4.187  1.286  -2.189  0.000
H  0.963  -0.524  -5.523  0.000
N  -1.886  1.043  -2.599  0.000
H  -1.808  3.728  -0.669  0.000
C  -5.298  -1.196  -4.262  0.000
H  2.388  1.231  4.713  0.000
H  2.085  -1.708  7.485  0.004
P  1.357  -1.225  -3.193  0.000
C  -1.737  1.633  -1.339  0.000
H  -5.649  -3.329  -3.652  0.000
C  2.476  -2.486  -5.578  0.000
H  -2.230  4.253  -3.308  0.000
H  -2.446  0.368  3.768  -0.001
C  3.165  0.394  -1.915  0.000
C  0.531  -0.267  -4.551  0.000
H  0.706  0.805  -4.374  0.000
C  -0.978  -0.586  -4.561  0.000
H  -6.177  -0.941  -4.830  0.000
H  2.986  -5.637  -4.708  0.000
H  1.927  -0.832  3.536  -0.003
H  0.795  2.708  2.561  0.000
C  -5.020  -2.457  -3.637  0.000
H  3.517  -0.112  -5.150  0.000
H  -1.665  0.345  1.603  0.000
C  -0.921  0.843  2.261  -0.006
C  0.317  -0.091  2.226  0.000
C  -1.865  3.006  -1.469  0.000
P  -1.617  -0.687  -2.821  0.000
C  4.479  1.191  -3.590  0.000
C  3.619  0.247  -4.133  0.000
H  -0.508  3.957  4.095  0.000
H  -1.558  0.999  -0.478  0.000
H  3.170  -4.078  -6.928  0.000
C  -3.793  -2.349  -3.012  0.000
H  5.224  1.753  -4.131  0.000
H  -1.174  -1.577  -5.000  0.000
H  -1.517  0.157  -5.156  0.000
H  2.432  -1.583  -6.180  0.000
H  2.636  0.145  -1.005  0.000
H  1.945  -2.900  6.066  -0.002
Te  -1.110  0.505  8.714  0.026
H  -2.273  1.850  -4.570  0.000
C  -2.093  3.281  -2.852  0.000
N  2.116  -2.483  -4.231  0.000
C  -4.225  -0.359  -4.003  0.000
C  2.860  -3.770  -5.942  0.000
H  2.083  -3.999  -2.703  0.000
H  -0.640  1.794  1.767  0.001
C  -2.110  2.068  -3.520  0.000
H  -4.044  0.667  -4.305  0.000
C  -1.622  1.068  3.571  0.012
F  -1.969  2.147  8.259  0.005
F  -0.200  1.380  10.189  0.005
C  -0.201  2.959  4.455  -0.002
H  0.090  3.106  5.514  -0.001
F  -2.508  -0.099  9.864  0.004
H  4.664  1.935  -1.478  0.000
H  -1.955  2.052  5.405  0.001
N  2.808  -0.250  -3.109  0.000
H  1.797  3.328  3.895  0.000
C  1.377  0.086  3.271  0.017
C  -1.349  1.995  4.497  -0.002
H  -0.017  -1.137  2.304  -0.001
H  3.003  -1.370  5.909  0.001
C  1.659  1.235  3.889  -0.007
C  1.044  2.567  3.621  0.000
Eu  -0.148  -1.217  5.995  7.014
C  2.300  -3.782  -3.742  0.000
F  0.412  0.933  7.500  -0.001
N  -3.299  -1.051  -3.216  0.000
O  -1.861  -0.350  7.244  -0.009
C  2.757  -4.591  -4.775  0.000
H  0.715  0.005  1.197  -0.001

***

2.
DFT (ωB97M-V with the def2-TZVPD basis set) results for 2 unconnected molecules or ions with the total composition C2H8N3 at a distorted geometry.

As for the HOMO-LUMO gap: 11.39 eV. The value obtained for the HOMO energy is -14.8 eV. The multiplicity is 1. For the energy, the calculation gives -6666.683 eV. Its energy above the lowest of the compared OMol25 structures with the same formula, charge and spin is 187.8 kJ/mol. The net charge is +1.

Each line ends with the Löwdin charge.
CARTESIAN COORDINATES (ANGSTROEM)
H  1.794  0.243  1.309  0.065
N  -0.899  1.202  -0.096  0.168
H  -2.147  -1.648  0.437  0.146
H  -0.969  2.279  0.045  0.208
C  2.305  -0.385  -0.427  -0.049
N  1.652  0.374  0.332  0.001
H  -0.574  -1.360  -0.215  0.117
C  -1.778  0.261  0.041  -0.202
H  -2.800  0.590  0.215  0.162
H  1.871  -0.175  -1.444  0.100
H  0.011  0.764  -0.026  0.015
N  -1.480  -1.008  0.017  0.189
H  3.015  -1.136  -0.187  0.078

***

3.
DFT (ωB97M-V with the def2-TZVPD basis set) results for a gas-phase ion, C3H4N (charge +1) at a distorted geometry.

As for the HOMO-LUMO gap: 9.95 eV. The value obtained for the HOMO energy is -16.2 eV. The multiplicity is 1. For the energy, the calculation gives -4653.253 eV. Its energy above the lowest of the compared OMol25 structures with the same formula, charge and spin is 263.0 kJ/mol. The net charge is +1.

Each line ends with the Löwdin charge.
CARTESIAN COORDINATES (ANGSTROEM)
C  -1.478  0.495  -0.173  0.273
H  1.781  1.114  0.792  0.136
C  -0.843  -0.433  0.284  -0.001
N  1.623  0.378  0.162  0.299
H  0.704  -1.050  -1.114  0.157
C  0.852  -0.309  -0.331  -0.057
H  -0.550  -1.306  0.944  0.167
H  -2.091  1.112  -0.564  0.025

***

4.
DFT (ωB97M-V with the def2-TZVPD basis set) results for 6 unconnected molecules or ions with the total composition C23H43ClN5O6S.

As for the HOMO-LUMO gap: 5.56 eV. The value obtained for the HOMO energy is -10.1 eV. The multiplicity is 1. For the energy, the calculation gives -67632.516 eV. The net charge is +1.

Each line ends with the Löwdin charge.
CARTESIAN COORDINATES (ANGSTROEM)
C  7.825  3.043  1.358  -0.017
N  -5.737  -5.333  -7.111  0.151
H  3.841  11.459  6.403  0.086
H  5.395  7.214  1.851  0.087
H  -5.116  -3.599  -1.660  0.152
C  8.702  3.688  2.405  -0.493
H  -5.513  -6.128  -3.607  0.177
H  1.805  2.309  1.085  0.086
C  4.820  11.248  5.970  -0.023
N  -4.915  -4.579  -1.867  0.149
H  -9.723  -6.683  -4.426  0.091
H  7.957  1.959  1.380  0.086
H  6.006  9.939  8.183  0.086
N  -2.061  -3.626  -0.005  0.076
C  -2.522  -4.347  -1.176  -0.215
C  -2.536  -3.328  -2.344  -0.135
H  -3.009  -6.881  -1.702  0.087
H  -4.713  -7.034  -1.225  0.093
C  5.577  6.139  1.795  -0.021
H  10.395  2.374  2.346  0.085
H  2.999  1.512  2.117  0.088
S  0.529  -2.737  0.313  0.831
C  0.499  0.230  2.487  -0.055
H  -3.495  -6.556  -5.260  0.139
H  -11.232  -7.608  -6.391  0.092
H  -4.996  -4.073  0.438  0.118
H  -3.443  -6.938  0.001  0.109
H  2.437  3.142  2.525  0.051
N  -4.770  -5.534  -3.961  0.185
C  5.466  5.902  4.331  -0.015
O  4.114  4.597  2.861  0.045
H  5.536  8.297  7.682  0.082
H  1.306  -0.505  2.498  0.065
H  6.539  5.720  4.386  0.071
C  5.188  9.804  6.206  -0.493
H  -1.797  -5.125  -1.417  0.146
Cl  -4.046  -2.414  -4.383  0.798
C  -9.180  -6.101  -5.173  -0.015
C  -0.915  -3.252  0.132  -0.769
H  -5.852  -7.150  -6.147  0.115
H  -9.641  -5.114  -5.228  0.093
O  0.554  2.132  3.903  0.078
H  8.108  3.394  0.364  0.088
H  -10.575  -7.495  -8.041  0.088
C  4.963  5.454  2.993  -0.490
O  5.413  9.047  5.289  0.059
H  10.554  3.807  1.330  0.086
C  2.136  2.182  2.118  -0.023
H  5.147  5.744  0.876  0.080
H  -0.295  -0.094  3.156  0.080
C  -4.258  -5.778  -5.315  -0.115
C  -3.901  -5.064  -0.873  -0.509
C  -3.759  -6.574  -0.973  0.014
H  6.656  5.982  1.802  0.070
H  -1.517  -3.263  -2.721  0.134
H  10.706  3.956  3.097  0.083
O  8.235  4.365  3.290  0.067
H  -8.140  -5.997  -4.872  0.053
H  4.960  5.349  5.121  0.087
C  -4.373  -4.622  -3.144  -0.408
C  -9.261  -6.784  -6.517  -0.486
H  -3.798  -4.877  -5.705  0.101
H  -11.150  -6.040  -7.193  0.093
C  -5.382  -6.168  -6.239  -0.234
C  1.022  1.581  2.937  -0.501
H  0.114  0.299  1.467  0.065
H  -2.810  -2.335  -1.985  0.120
H  -6.500  -5.719  -7.669  0.053
N  -3.379  -3.730  -3.495  -0.431
C  5.264  9.349  7.642  -0.019
O  -4.352  -4.786  0.408  0.052
H  4.299  9.495  8.132  0.086
C  10.187  3.443  2.292  -0.021
O  -8.270  -7.143  -7.116  0.046
H  4.799  11.453  4.903  0.081
H  5.290  6.972  4.462  0.056
H  5.547  11.903  6.454  0.086
C  -10.641  -6.999  -7.077  -0.013
H  6.782  3.284  1.548  0.072

***

5.
DFT (ωB97M-V with the def2-TZVPD basis set) results for a single C11H19BO3 molecule at a distorted geometry.

As for the HOMO-LUMO gap: 7.24 eV. The value obtained for the HOMO energy is -6.5 eV. The multiplicity is 1. For the energy, the calculation gives -18532.627 eV. Its energy above the lowest of the compared OMol25 structures with the same formula, charge and spin is 324.9 kJ/mol.

Each line ends with the Löwdin charge.
CARTESIAN COORDINATES (ANGSTROEM)
C  -2.646  2.301  0.703  -0.059
H  -1.508  2.902  -1.031  0.126
H  3.010  0.263  -2.961  0.086
H  2.246  2.193  1.620  0.084
O  -0.741  -1.816  -0.346  -0.047
H  -3.327  -1.439  -0.758  0.074
C  -1.507  2.091  -0.290  -0.241
H  -1.790  -0.766  1.103  0.114
C  -3.083  -2.140  0.037  -0.063
H  0.666  0.959  -2.480  0.141
H  -3.863  -2.111  0.791  0.076
H  -2.526  3.263  1.193  0.079
C  2.837  0.195  1.396  -0.153
H  -1.640  1.139  -0.822  0.116
H  3.350  -1.838  1.598  0.087
H  -2.626  1.526  1.467  0.071
C  2.608  -1.155  1.208  -0.148
C  1.126  0.112  -1.961  -0.124
H  3.767  0.435  1.900  0.101
C  -1.751  -1.773  0.668  -0.230
O  -0.283  2.127  0.400  0.077
C  1.971  1.259  1.147  0.003
C  0.443  -1.201  -0.022  -0.273
C  2.636  0.259  -1.940  -0.040
C  1.432  -1.750  0.721  -0.024
H  1.254  -2.784  0.991  0.128
H  2.919  1.189  -1.453  0.081
O  0.509  0.075  -0.659  -0.031
H  3.090  -0.566  -1.398  0.079
H  -3.028  -3.138  -0.387  0.076
B  0.717  1.216  0.367  -0.513
H  -1.491  -2.480  1.465  0.126
H  -3.606  2.272  0.192  0.076
H  0.835  -0.819  -2.457  0.145